Entry 1:
{"formula": "C15H24BeN4O5", "method": "the ωB97M-V functional and the def2-TZVPD basis", "lumo_energy_ev": -0.63, "charge": 0, "homo_lumo_gap_ha": 0.239, "species": ["O", "O", "O", "O", "O", "N", "N", "N", "N", "C", "C", "C", "C", "C", "C", "C", "C", "C", "C", "C", "C", "C", "C", "C", "Be", "H", "H", "H", "H", "H", "H", "H", "H", "H", "H", "H", "H", "H", "H", "H", "H", "H", "H", "H", "H", "H", "H", "H", "H"], "positions_angstrom": [[-0.97, -2.69, -0.02], [3.10, -1.83, -1.40], [-1.27, 2.15, -1.58], [-2.02, 0.04, -2.37], [0.20, 3.64, 0.20], [-0.76, -0.26, -1.93], [0.47, -0.90, 1.53], [-1.37, 1.02, 0.76], [1.84, -1.19, -1.33], [-1.38, 1.89, 3.01], [-0.83, 1.06, 2.02], [-0.95, -1.90, -3.75], [1.95, -0.75, 3.87], [1.44, -1.79, 1.78], [1.27, 1.69, -0.58], [0.27, 0.14, 2.36], [-2.62, 2.49, 2.79], [-2.66, 1.43, 0.64], [-3.30, 2.20, 1.61], [-0.21, -1.25, -2.62], [1.82, -2.77, -3.08], [1.03, 0.24, 3.55], [2.19, -1.78, 2.96], [1.12, -1.71, -2.31], [-0.45, 1.06, -0.74], [2.47, -0.72, 4.83], [1.19, -3.18, -3.87], [-0.33, -1.87, -4.66], [-0.71, 3.72, -0.15], [-3.17, 1.15, -0.29], [-1.15, -2.95, -3.51], [2.92, -2.56, 3.12], [2.10, -3.59, -2.41], [-1.84, -2.82, 0.39], [-0.56, -1.92, 0.45], [1.43, 2.53, -1.25], [-0.77, 2.55, -2.32], [0.85, 1.10, 4.20], [1.63, 1.92, 0.42], [1.86, 0.83, -0.95], [-4.31, 2.57, 1.40], [-1.88, 1.31, -2.06], [-3.06, 3.14, 3.55], [2.73, -2.38, -3.53], [-0.86, 2.00, 3.95], [-1.88, -1.36, -3.94], [0.22, 4.25, 0.95], [3.63, -1.39, -0.71], [1.58, -2.57, 1.02]], "lowdin_charge": [-0.088, -0.100, -0.140, -0.193, -0.112, 0.000, 0.098, 0.104, 0.056, -0.002, -0.157, -0.020, -0.054, -0.109, -0.166, -0.191, -0.040, -0.060, -0.037, -0.235, -0.040, 0.001, -0.039, -0.263, 0.071, 0.109, 0.067, 0.088, 0.044, 0.123, 0.100, 0.105, 0.095, 0.040, -0.015, -0.012, 0.110, 0.100, -0.015, -0.043, 0.112, 0.047, 0.113, 0.096, 0.104, 0.074, 0.055, 0.106, 0.112]}

---

Entry 2:
{"formula": "C15H24CsN3O9", "method": "the ωB97M-V functional and the def2-TZVPD basis", "lumo_energy_ev": -0.15, "charge": 0, "homo_lumo_gap_ha": 0.268, "species": ["Cs", "O", "O", "O", "O", "O", "O", "O", "O", "O", "N", "N", "N", "C", "C", "C", "C", "C", "C", "C", "C", "C", "C", "C", "C", "C", "C", "C", "H", "H", "H", "H", "H", "H", "H", "H", "H", "H", "H", "H", "H", "H", "H", "H", "H", "H", "H", "H", "H", "H", "H", "H"], "positions_angstrom": [[1.25, 0.40, 0.51], [-0.51, 0.01, -1.73], [-0.65, -1.26, -7.81], [3.05, -1.89, 4.70], [-1.50, 2.07, 2.12], [0.28, 3.25, 0.02], [1.34, -2.13, -1.08], [-1.25, -0.82, 2.10], [3.10, -0.74, 2.76], [0.65, -2.85, -7.15], [0.94, 0.73, 3.69], [-0.04, -1.86, -6.93], [1.62, -0.23, 4.43], [4.11, -2.71, 4.21], [0.52, -2.03, -4.57], [-0.69, 3.90, 0.81], [1.20, -2.35, -2.28], [0.44, -1.59, -3.25], [-2.53, 1.15, 2.42], [-0.02, 3.29, -1.37], [-0.94, -0.25, -5.29], [2.63, -0.93, 3.85], [-0.38, -0.44, -2.90], [-1.88, 3.01, 1.13], [-0.15, -1.38, -5.57], [-2.40, -0.13, 1.63], [-1.05, 0.20, -4.01], [-1.07, -2.05, 1.40], [4.31, -3.43, 4.99], [-0.95, 2.77, -1.60], [5.00, -2.10, 4.02], [-2.70, 3.64, 1.51], [3.82, -3.21, 3.29], [-0.98, -1.87, 0.33], [1.12, -2.90, -4.81], [-1.67, 1.06, -3.77], [-2.30, 0.07, 0.56], [-0.07, 4.33, -1.72], [-3.29, -0.75, 1.79], [-2.47, 0.92, 3.49], [-1.91, -2.72, 1.59], [-0.15, -2.51, 1.77], [0.91, 1.61, 4.18], [0.01, 0.42, 3.46], [-1.46, 0.23, -6.11], [1.69, -3.24, -2.70], [-0.21, 4.20, 1.74], [1.24, -0.58, 5.30], [0.78, 2.78, -1.90], [-2.22, 2.50, 0.23], [-3.51, 1.60, 2.23], [-1.05, 4.80, 0.30]], "lowdin_charge": [1.261, -0.208, 0.048, -0.034, -0.162, -0.299, -0.117, -0.278, -0.003, 0.047, 0.013, -0.372, 0.002, -0.038, 0.031, -0.195, -0.235, -0.121, -0.181, -0.109, -0.008, -0.590, -0.392, -0.187, -0.172, -0.202, -0.008, -0.110, 0.093, 0.079, 0.096, 0.134, 0.097, 0.070, 0.123, 0.105, 0.128, 0.094, 0.136, 0.132, 0.096, 0.094, 0.096, 0.045, 0.115, 0.123, 0.134, 0.151, 0.088, 0.130, 0.130, 0.129]}

---

What did the first record say?
{"formula": "C15H24BeN4O5", "method": "the ωB97M-V functional and the def2-TZVPD basis", "lumo_energy_ev": -0.63, "charge": 0, "homo_lumo_gap_ha": 0.239, "species": ["O", "O", "O", "O", "O", "N", "N", "N", "N", "C", "C", "C", "C", "C", "C", "C", "C", "C", "C", "C", "C", "C", "C", "C", "Be", "H", "H", "H", "H", "H", "H", "H", "H", "H", "H", "H", "H", "H", "H", "H", "H", "H", "H", "H", "H", "H", "H", "H", "H"], "positions_angstrom": [[-0.97, -2.69, -0.02], [3.10, -1.83, -1.40], [-1.27, 2.15, -1.58], [-2.02, 0.04, -2.37], [0.20, 3.64, 0.20], [-0.76, -0.26, -1.93], [0.47, -0.90, 1.53], [-1.37, 1.02, 0.76], [1.84, -1.19, -1.33], [-1.38, 1.89, 3.01], [-0.83, 1.06, 2.02], [-0.95, -1.90, -3.75], [1.95, -0.75, 3.87], [1.44, -1.79, 1.78], [1.27, 1.69, -0.58], [0.27, 0.14, 2.36], [-2.62, 2.49, 2.79], [-2.66, 1.43, 0.64], [-3.30, 2.20, 1.61], [-0.21, -1.25, -2.62], [1.82, -2.77, -3.08], [1.03, 0.24, 3.55], [2.19, -1.78, 2.96], [1.12, -1.71, -2.31], [-0.45, 1.06, -0.74], [2.47, -0.72, 4.83], [1.19, -3.18, -3.87], [-0.33, -1.87, -4.66], [-0.71, 3.72, -0.15], [-3.17, 1.15, -0.29], [-1.15, -2.95, -3.51], [2.92, -2.56, 3.12], [2.10, -3.59, -2.41], [-1.84, -2.82, 0.39], [-0.56, -1.92, 0.45], [1.43, 2.53, -1.25], [-0.77, 2.55, -2.32], [0.85, 1.10, 4.20], [1.63, 1.92, 0.42], [1.86, 0.83, -0.95], [-4.31, 2.57, 1.40], [-1.88, 1.31, -2.06], [-3.06, 3.14, 3.55], [2.73, -2.38, -3.53], [-0.86, 2.00, 3.95], [-1.88, -1.36, -3.94], [0.22, 4.25, 0.95], [3.63, -1.39, -0.71], [1.58, -2.57, 1.02]], "lowdin_charge": [-0.088, -0.100, -0.140, -0.193, -0.112, 0.000, 0.098, 0.104, 0.056, -0.002, -0.157, -0.020, -0.054, -0.109, -0.166, -0.191, -0.040, -0.060, -0.037, -0.235, -0.040, 0.001, -0.039, -0.263, 0.071, 0.109, 0.067, 0.088, 0.044, 0.123, 0.100, 0.105, 0.095, 0.040, -0.015, -0.012, 0.110, 0.100, -0.015, -0.043, 0.112, 0.047, 0.113, 0.096, 0.104, 0.074, 0.055, 0.106, 0.112]}